(1)
C4H3N as an isolated structure at a distorted geometry, computed with wB97M-V/def2-TZVPD.

The geometry in XYZ format:
```
8
Properties=species:S:1:pos:R:3:mulliken_charge:R:1
C 0.86838 -0.07399 0.71845 -0.6959
C 0.21896 -0.83473 -0.27908 0.1043
C -0.58621 -0.94963 -1.18734 -0.3751
C -1.20685 0.23490 -1.51106 0.7106
N -1.35235 1.37310 -1.34661 -0.5180
H 0.63793 -0.44219 1.72622 0.2663
H 0.08777 0.97232 0.39346 0.2392
H 1.94181 0.11462 0.54372 0.2685
```

The value obtained for the HOMO energy is -10.26 eV. For the gap between HOMO and LUMO, the calculation gives 10.0 eV.

***

(2)
A 2-piece molecular cluster, C4H3N2 overall at a distorted geometry, computed with wB97M-V/def2-TZVPD.

The geometry in XYZ format:
```
9
Properties=species:S:1:pos:R:3:mulliken_charge:R:1
C 3.71447 -0.10357 0.02327 0.0063
C 1.53431 1.69474 0.00017 -0.6489
C 0.75901 0.73703 0.00537 0.8509
C -0.95527 -0.99280 0.00651 -0.1040
N 4.57963 -0.82258 -0.01574 -0.0850
N 0.07627 -0.30746 0.01044 -0.0296
H 2.07291 2.60388 -0.01272 0.4383
H -1.95513 -0.55560 -0.01716 0.2895
H -0.87683 -2.07903 0.02729 0.2825
```

The value obtained for the HOMO energy is -15.54 eV. For the gap between HOMO and LUMO, the calculation gives 6.0 eV. Its net charge is +1.

***

(3)
One molecule with the formula C4H3N3 at a distorted geometry, computed with wB97M-V/def2-TZVPD.

The geometry in XYZ format:
```
10
Properties=species:S:1:pos:R:3:mulliken_charge:R:1
N 3.02188 0.24734 0.12950 -0.5102
C 2.06680 -0.40314 0.11464 0.3713
C 0.72065 -0.75119 0.02002 0.2597
N -0.28984 -1.55689 0.14790 -0.5205
C -1.39572 -0.74086 0.05999 -0.4799
C -1.04868 0.57490 -0.09390 -0.1081
N 0.27075 0.68022 -0.14800 -0.1099
H -2.40735 -1.10627 0.10947 0.3896
H -1.67020 1.43980 -0.16092 0.3998
H 0.73171 1.61608 -0.17871 0.3081
```

The value obtained for the HOMO energy is -9.23 eV. Its SMILES is N#Cc1ncc[nH]1. For the gap between HOMO and LUMO, the calculation gives 9.7 eV.

***

(4)
One molecule with the formula C4H3N3 at a distorted geometry, computed with wB97M-V/def2-TZVPD.

The geometry in XYZ format:
```
10
Properties=species:S:1:pos:R:3:mulliken_charge:R:1
C -1.21354 -0.37055 -0.29817 -0.4495
C -0.02505 -0.98280 -0.47373 -0.0469
C -1.25026 0.93996 0.24760 0.2284
C 1.22595 0.86007 0.41091 0.3518
N -1.63589 1.94106 0.64771 -0.3638
N 1.61140 1.88522 0.68884 -0.3868
N 1.09473 -0.41244 0.06434 -0.1849
H -2.05046 -0.84348 -0.81368 0.3387
H 0.33910 -2.06124 -0.62155 0.2977
H 1.90402 -0.95582 0.14773 0.2153
```

The value obtained for the HOMO energy is -9.50 eV. Its SMILES is N#C/C=C\NC#N. For the gap between HOMO and LUMO, the calculation gives 9.7 eV.